[1]
C5H11O3 | ωB97M-V/def2-TZVPD

Geometry as XYZ:
```
19
Properties=species:S:1:pos:R:3:mulliken_charge:R:1
C -1.107 -1.266 1.812 0.03
C -1.107 -2.519 1.035 -0.92
O -2.540 -1.264 2.308 -0.57
H -0.626 -1.314 2.760 0.21
H -1.031 -0.269 1.328 0.14
H -0.062 -2.714 0.818 0.30
H -2.769 -0.837 3.104 0.24
H -1.611 -2.476 0.052 0.27
H -1.566 -3.422 1.558 0.29
C 1.518 1.469 -0.932 -0.15
C 1.009 2.761 -1.638 -1.14
C 1.244 0.281 -1.871 0.47
O 1.061 0.503 -3.085 -0.72
O 1.262 -0.789 -1.215 -0.73
H 2.616 1.485 -0.840 0.21
H 1.116 1.211 0.053 0.12
H 1.375 2.786 -2.601 0.31
H 1.260 3.653 -1.084 0.37
H -0.043 2.719 -1.560 0.28
```

Calculated values
- Max |F|: 0.0882 Eh/bohr
- Charge: -1
- Relative energy (zero: lowest compared OMol25 entry of this formula, charge and spin): 1.849 eV
- Total energy: -422.8457 Ha
- Spin multiplicity: 1
- E_HOMO: -3.79 eV



[2]
C26H46F2O11 | ωB97M-V/def2-TZVPD

Geometry as XYZ:
```
85
Properties=species:S:1:pos:R:3:mulliken_charge:R:1
O 1.754 0.727 -4.696 -0.61
C 2.495 0.608 -3.736 0.63
O 3.175 -0.470 -3.484 -0.38
C 3.953 -0.357 -2.265 -0.11
C 3.810 1.160 -2.012 0.44
F 4.990 1.784 -2.316 -0.38
O 2.776 1.587 -2.898 -0.19
H 3.418 -0.907 -1.490 -0.03
H 4.950 -0.739 -2.486 0.34
H 3.559 1.401 -0.979 0.26
O 2.544 -5.271 3.151 -0.61
C 1.303 -5.387 2.863 0.61
O 0.406 -4.418 3.015 -0.20
C -0.875 -4.969 2.752 -0.51
C -0.566 -6.095 1.882 0.25
F -0.516 -5.731 0.581 -0.28
O 0.714 -6.440 2.315 -0.31
H -1.362 -5.396 3.628 0.33
H -1.573 -4.219 2.383 0.40
H -1.314 -6.886 1.926 0.32
C -1.720 -0.528 -5.027 -0.35
C -1.230 -1.959 -5.085 -0.41
C -2.150 -2.767 -4.168 -0.38
O -3.167 -1.833 -3.821 -0.49
C -2.599 -0.530 -3.754 0.37
H -2.288 -0.118 -5.862 0.32
H -0.831 0.095 -4.924 0.11
H -0.180 -2.020 -4.798 0.13
H -1.172 -2.346 -6.102 0.33
H -1.661 -3.230 -3.311 0.18
H -2.641 -3.629 -4.620 0.28
H -1.953 -0.375 -2.890 -0.40
H -3.323 0.281 -3.675 0.34
C -0.142 -0.981 5.160 0.47
C 0.395 -0.159 6.280 -0.65
C 0.349 -1.131 7.448 -0.57
O -0.498 -2.196 7.164 -0.45
C -0.260 -2.431 5.741 -0.32
H 0.474 -0.986 4.261 -0.41
H -1.138 -0.660 4.856 0.30
H -0.212 0.681 6.620 0.24
H 1.367 0.288 6.073 0.32
H 0.196 -0.671 8.424 0.39
H 1.329 -1.562 7.655 0.28
H -1.048 -2.956 5.202 0.12
H 0.591 -3.112 5.718 0.27
C -2.986 3.270 0.128 -0.61
C -3.237 2.042 0.979 -0.17
C -4.084 1.227 -0.017 -0.60
O -3.391 1.348 -1.224 -0.36
C -2.742 2.648 -1.260 -0.03
H -2.183 3.928 0.459 0.32
H -3.942 3.773 -0.018 0.33
H -3.757 2.289 1.904 0.40
H -2.250 1.654 1.232 0.00
H -5.080 1.590 -0.272 0.37
H -4.137 0.156 0.179 0.25
H -3.225 3.209 -2.060 0.41
H -1.689 2.506 -1.506 -0.21
C 0.086 -1.087 1.337 -0.22
C -0.512 -0.816 -0.049 0.48
C 0.631 -0.147 -0.861 -0.32
O 1.672 0.004 0.061 -0.30
C 1.617 -0.995 1.108 -0.68
H -0.294 -1.970 1.852 0.02
H -0.178 -0.371 2.115 0.21
H -1.315 -0.088 0.072 -0.75
H -0.997 -1.665 -0.531 0.50
H 0.350 0.815 -1.289 0.09
H 0.964 -0.819 -1.652 0.15
H 2.148 -0.800 2.040 0.46
H 2.049 -1.922 0.733 0.25
C 1.519 4.665 -2.742 -0.33
C 2.358 5.830 -2.342 -0.75
C 3.128 5.231 -1.156 -0.47
O 2.187 4.333 -0.552 -0.44
C 1.020 4.195 -1.374 0.59
H 2.178 4.018 -3.321 0.18
H 0.785 5.157 -3.380 0.36
H 1.826 6.713 -1.987 0.30
H 3.061 6.152 -3.111 0.37
H 3.361 6.101 -0.541 0.29
H 3.996 4.611 -1.377 0.29
H 0.287 4.894 -0.974 0.24
H 0.647 3.173 -1.305 -0.61
```

Calculated values
- Max |F|: 0.1254 Eh/bohr
- SMILES: O=C1OC[C@@H](F)O1.O=C1OC[C@@H](F)O1.C1CCOC1.C1CCOC1.C1CCOC1.C1CCOC1.C1CCOC1
- Total energy: -2045.5195 Ha
- Spin multiplicity: 1
- E_HOMO: -9.32 eV



[3]
C36H37BrGeIIrO | ωB97M-V/def2-TZVPD

Geometry as XYZ:
```
78
Properties=species:S:1:pos:R:3:mulliken_spin:R:1
Ir -0.550 -0.374 -0.074 0.62
C 3.397 -3.393 2.693 0.00
C 2.580 -3.838 1.662 0.01
C 2.166 -2.950 0.676 0.04
C 2.577 -1.614 0.702 -0.02
C 3.383 -1.175 1.750 0.00
C 3.796 -2.062 2.738 0.00
Ge 1.872 -0.363 -0.629 0.05
C 2.426 -1.023 -2.372 0.00
C 2.127 -0.273 -3.514 -0.01
C 2.629 -0.641 -4.753 0.00
C 3.426 -1.774 -4.868 0.00
C 3.719 -2.532 -3.743 0.00
C 3.215 -2.165 -2.499 -0.01
C 2.791 1.345 -0.376 -0.02
C 2.169 2.539 -0.025 0.01
C 2.913 3.707 0.120 0.00
C 4.285 3.685 -0.082 0.00
C 4.913 2.498 -0.435 0.00
C 4.172 1.334 -0.584 0.00
H 3.726 -4.083 3.460 0.00
H 2.261 -4.873 1.629 0.00
H 1.513 -3.302 -0.118 -0.01
H 3.691 -0.135 1.799 0.00
H 4.428 -1.712 3.546 0.00
H 1.510 0.617 -3.434 0.00
H 2.402 -0.044 -5.628 0.00
H 3.817 -2.065 -5.834 0.00
H 4.344 -3.412 -3.829 0.00
H 3.459 -2.763 -1.630 0.00
H 1.103 2.565 0.137 0.01
H 2.418 4.633 0.392 0.00
H 4.867 4.591 0.035 0.00
H 5.984 2.478 -0.597 0.00
H 4.673 0.412 -0.863 0.00
Br -0.083 2.500 2.791 0.01
C -0.035 1.452 4.356 0.00
C 0.102 2.094 5.578 0.00
C 0.126 1.351 6.748 0.00
C 0.014 -0.030 6.706 0.00
C -0.113 -0.681 5.488 0.00
C -0.134 0.068 4.324 0.03
I -0.334 -1.062 2.554 0.06
H 0.186 3.172 5.607 0.00
H 0.233 1.858 7.698 0.00
H 0.024 -0.610 7.619 0.00
H -0.196 -1.759 5.443 0.00
C -1.148 3.843 -2.014 0.00
C -1.190 2.337 -1.936 0.02
O -1.027 1.885 -0.568 -0.03
H -1.201 4.158 -3.057 0.00
H -0.222 4.224 -1.583 0.00
H -1.994 4.289 -1.484 0.00
H -0.363 1.892 -2.485 0.00
H -2.125 1.942 -2.336 0.00
H -1.700 2.297 -0.012 0.00
C -3.591 -3.055 -0.873 0.00
C -3.466 -1.567 -0.497 -0.04
C -3.751 -1.408 1.001 0.02
C -2.124 -1.127 -0.937 0.24
C -4.421 -0.666 -1.295 -0.02
C -5.373 -1.164 -2.178 0.00
C -6.242 -0.299 -2.834 0.00
C -6.161 1.071 -2.630 0.00
C -5.202 1.580 -1.766 0.00
C -4.341 0.716 -1.106 0.00
H -2.847 -3.637 -0.326 0.00
H -3.438 -3.223 -1.940 0.00
H -4.581 -3.416 -0.590 0.00
H -3.171 -2.131 1.579 0.00
H -4.810 -1.582 1.191 0.00
H -3.500 -0.407 1.353 0.00
H -1.991 -1.310 -2.012 0.04
H -5.455 -2.227 -2.360 0.00
H -6.986 -0.704 -3.508 0.00
H -6.842 1.739 -3.141 0.00
H -5.134 2.648 -1.601 0.00
H -3.597 1.109 -0.422 0.01
```

Calculated values
- Max |F|: 0.0614 Eh/bohr
- Charge: +1
- Relative energy (zero: lowest compared OMol25 entry of this formula, charge and spin): 0.840 eV
- Total energy: -6521.8391 Ha
- Spin multiplicity: 2
- E_HOMO (spin up / spin down): -10.56 / -10.86 eV



[4]
C37H47N3O4 | ωB97M-V/def2-TZVPD

Geometry as XYZ:
```
91
Properties=species:S:1:pos:R:3:mulliken_charge:R:1
C 3.430 -0.066 -6.846 -1.17
C 2.097 0.668 -6.932 -0.46
C 0.957 -0.071 -6.230 -0.54
C 1.117 -0.120 -4.714 -0.35
H 1.237 0.894 -4.330 0.32
H 2.008 -0.691 -4.447 0.38
C -0.100 -0.774 -4.047 -1.69
C 0.065 -0.795 -2.557 1.36
C 0.551 -1.925 -1.987 -0.82
C 0.798 -2.051 -0.575 -0.54
O 1.260 -3.021 -0.019 -0.70
O 0.474 -0.970 0.190 -0.31
C -0.043 0.167 -0.320 0.39
C -0.346 1.158 0.614 0.37
C -0.806 2.388 0.147 0.33
C -0.983 2.593 -1.221 -1.03
C -0.723 1.593 -2.141 0.95
C -0.236 0.335 -1.710 0.09
O -0.909 1.776 -3.476 -0.45
C -1.342 3.024 -3.957 -1.12
H -1.383 2.917 -5.040 0.27
H -0.638 3.823 -3.703 0.40
H -2.339 3.281 -3.584 0.35
H -1.341 3.547 -1.566 0.71
O -1.062 3.335 1.082 -0.30
C -1.401 4.637 0.677 -1.13
H -0.628 5.075 0.038 0.41
H -2.365 4.664 0.158 0.34
H -1.474 5.216 1.596 0.26
C -0.173 0.901 2.093 0.94
C 0.828 1.886 2.656 -0.72
C 0.597 2.696 3.759 -0.61
C 1.560 3.572 4.220 -0.96
C 2.803 3.689 3.591 0.84
C 3.037 2.865 2.486 -0.57
C 2.071 1.986 2.040 -0.72
H 2.286 1.362 1.184 0.42
H 3.976 2.909 1.958 0.45
N 3.777 4.533 4.108 0.01
C 5.124 4.453 3.601 -1.22
H 5.782 4.975 4.297 0.31
H 5.438 3.412 3.551 0.40
H 5.240 4.913 2.609 0.38
C 3.422 5.862 4.549 -1.05
H 3.987 6.115 5.450 0.30
H 2.362 5.926 4.772 0.36
H 3.655 6.610 3.778 0.29
H 1.346 4.157 5.101 0.41
H -0.342 2.648 4.287 0.44
C -1.531 0.907 2.807 -1.15
H -1.391 0.554 3.830 0.62
H -1.922 1.924 2.847 0.52
C -2.574 0.045 2.091 -2.32
N -2.090 -1.272 1.724 1.29
C -1.862 -2.133 2.870 -0.76
C -1.272 -3.457 2.399 -0.83
N -2.207 -4.110 1.502 0.13
C -2.190 -5.491 1.379 0.58
C -2.220 -6.288 2.530 -0.24
C -2.276 -7.663 2.444 -0.65
C -2.313 -8.292 1.210 -0.50
C -2.288 -7.519 0.064 -0.76
C -2.225 -6.140 0.142 -0.31
H -2.178 -5.570 -0.773 0.33
H -2.308 -7.993 -0.907 0.36
H -2.359 -9.369 1.145 0.38
H -2.299 -8.252 3.351 0.36
H -2.219 -5.822 3.504 0.38
C -2.451 -3.280 0.347 -0.42
C -3.000 -1.929 0.807 -1.45
H -3.139 -1.286 -0.067 0.36
H -3.989 -2.094 1.277 0.36
H -3.202 -3.752 -0.289 0.65
H -1.534 -3.119 -0.239 0.11
H -1.065 -4.096 3.256 0.57
H -0.326 -3.258 1.876 0.01
H -1.157 -1.648 3.546 0.47
H -2.804 -2.324 3.419 0.28
H -3.478 -0.021 2.728 0.44
H -2.862 0.549 1.163 0.47
H 0.247 -0.104 2.191 1.09
H 0.784 -2.795 -2.580 0.50
H -1.002 -0.234 -4.327 0.37
H -0.185 -1.801 -4.406 0.61
H 0.892 -1.089 -6.622 0.28
H 0.016 0.433 -6.465 0.31
H 2.202 1.664 -6.496 0.29
H 1.832 0.795 -7.985 0.34
H 3.775 -0.131 -5.818 0.31
H 3.334 -1.075 -7.243 0.29
H 4.187 0.458 -7.425 0.38
```

Calculated values
- Max |F|: 0.0196 Eh/bohr
- Relative energy (zero: lowest compared OMol25 entry of this formula, charge and spin): 0.000 eV
- Total energy: -1903.3199 Ha
- Spin multiplicity: 1
- E_HOMO: -7.36 eV